Below is a cluster of 12 separate species, C54H144N12O15 in total, with properties calculated with the ωB97M-V functional and the def2-TZVPD basis.

```
225
C54H144N12O15 the ωB97M-V functional and the def2-TZVPD basis
C 8.2992 -1.7596 2.5663
C 8.6378 -0.2725 2.4047
C 7.4107 0.6265 2.4580
O 6.4073 0.1018 1.6258
C 5.2060 0.8039 1.7285
N 9.6144 0.2524 3.3478
H 7.7643 -2.1438 1.6979
H 7.7146 -1.9471 3.4697
H 9.2327 -2.3282 2.6115
H 9.0048 -0.1640 1.3765
H 7.7374 1.6123 2.0931
H 7.0363 0.7717 3.4823
H 4.8525 0.9995 2.7468
H 4.4048 0.1963 1.2918
H 5.2030 1.7203 1.1244
H 10.4418 -0.3288 3.3750
H 9.2139 0.2685 4.2790
C -6.8594 -1.1491 1.8617
C -7.6306 -1.2748 3.1578
C -6.7308 -1.1121 4.3674
O -5.8354 -2.1964 4.4053
C -4.9148 -2.0960 5.4704
N -8.6987 -0.2528 3.2223
H -6.3340 -0.1913 1.8380
H -7.5159 -1.2734 1.0006
H -6.0882 -1.9173 1.7991
H -8.1050 -2.2628 3.2185
H -7.3239 -1.0301 5.2915
H -6.1661 -0.1674 4.2945
H -4.2784 -2.9720 5.3742
H -5.4563 -2.1383 6.4249
H -4.3160 -1.1805 5.4514
H -9.4443 -0.5978 3.8177
H -9.1337 -0.1343 2.3144
C -0.4797 -0.4369 7.4563
C -0.1431 -0.6586 5.9965
C 0.4957 -2.0184 5.8042
O 1.2394 -2.0420 4.6041
C 1.7857 -3.2989 4.3293
N -1.3577 -0.5790 5.1835
H 0.4066 -0.2122 8.0544
H -0.9977 -1.2889 7.9026
H -1.1383 0.4303 7.5548
H 0.5701 0.1256 5.6960
H -0.3270 -2.7540 5.7741
H 1.1212 -2.2929 6.6655
H 1.0090 -4.0223 4.0403
H 2.3177 -3.7372 5.1856
H 2.5088 -3.1750 3.5235
H -1.6746 0.3904 5.1358
H -1.1060 -0.8505 4.2344
C 2.6602 1.4010 -4.8011
C 3.3419 0.2471 -4.0870
C 4.1105 -0.6355 -5.0508
O 3.2054 -1.2067 -5.9709
C 3.7676 -2.2672 -6.7053
N 4.1746 0.7817 -3.0077
H 2.1280 2.0414 -4.0941
H 1.9409 1.0192 -5.5268
H 3.3896 2.0173 -5.3374
H 2.5606 -0.3579 -3.6140
H 4.6622 -1.4068 -4.4914
H 4.8697 -0.0332 -5.5819
H 4.0672 -3.0820 -6.0334
H 4.6389 -1.9258 -7.2727
H 2.9847 -2.6587 -7.3501
H 4.8607 1.4414 -3.3767
H 4.7926 0.0711 -2.6155
C -3.5799 4.5743 -3.3423
C -2.9960 5.9514 -3.3068
C -1.8460 6.1491 -4.2514
O -0.8926 5.1457 -4.0103
C 0.3056 5.3731 -4.7046
N -4.0597 6.9262 -3.6878
H -4.3382 4.4169 -2.5750
H -2.8074 3.8274 -3.1269
H -3.9633 4.3134 -4.3290
H -2.6887 6.2278 -2.2905
H -1.4088 7.1453 -4.0717
H -2.1783 6.1371 -5.2988
H 0.8845 6.1812 -4.2328
H 0.1766 5.6251 -5.7630
H 0.9277 4.4771 -4.6694
H -3.6383 7.8468 -3.7966
H -4.7200 7.0568 -2.9291
C 1.0535 6.9605 -0.2094
C 2.1532 6.9739 0.8326
C 3.3698 6.2256 0.3067
O 2.9948 4.9486 -0.1345
C 4.1128 4.1107 -0.4031
N 2.6517 8.3596 1.0793
H 1.4550 7.3521 -1.1489
H 0.1610 7.5196 0.0756
H 0.7176 5.9446 -0.4427
H 1.9085 6.5439 1.8031
H 4.1546 6.2048 1.0754
H 3.8161 6.7949 -0.5313
H 3.7530 3.0954 -0.5448
H 4.8085 4.1435 0.4390
H 4.5735 4.4189 -1.3492
H 1.8515 8.9269 1.3496
H 2.9004 8.7323 0.1639
C -1.4688 -1.6140 -4.2639
C -1.4046 -1.4200 -2.7604
C -2.7310 -1.6395 -2.0736
O -3.8130 -0.8655 -2.5665
C -3.5449 0.4944 -2.6468
N -0.3881 -2.3028 -2.1587
H -2.1248 -0.8461 -4.6789
H -1.8187 -2.6019 -4.5741
H -0.4892 -1.4770 -4.7333
H -1.0676 -0.3749 -2.6428
H -2.6741 -1.4939 -0.9840
H -3.0123 -2.6850 -2.2328
H -3.2108 0.9258 -1.6865
H -4.4334 1.0500 -2.9447
H -2.7748 0.7425 -3.3854
H -0.2409 -2.0241 -1.1871
H 0.4702 -1.9914 -2.6086
C 2.6270 -3.6386 -3.5606
C 2.3319 -4.5679 -2.4087
C 2.4822 -3.8650 -1.0672
O 3.8400 -3.5198 -0.8488
C 4.0820 -2.9848 0.4294
N 0.9820 -5.1430 -2.5838
H 3.6432 -3.2427 -3.5318
H 1.9611 -2.7707 -3.5441
H 2.4100 -4.1150 -4.5172
H 3.0289 -5.4127 -2.4066
H 2.0712 -4.4734 -0.2466
H 1.8755 -2.9402 -1.0604
H 3.4952 -3.4723 1.2138
H 3.8918 -1.9012 0.4524
H 5.1515 -3.0735 0.6269
H 0.7103 -5.6067 -1.7103
H 0.2776 -4.3990 -2.5876
C -0.7379 0.7046 -7.0162
C -1.3675 2.0854 -7.2460
C -2.3374 2.4114 -6.1200
O -3.2621 1.3526 -5.8936
C -4.3275 1.2945 -6.8069
N -0.3035 3.1274 -7.3237
H -0.0065 0.4439 -7.7819
H -1.4742 -0.1014 -6.9869
H -0.2865 0.6970 -6.0172
H -1.9448 2.0197 -8.1713
H -2.8926 3.3299 -6.3512
H -1.8801 2.5361 -5.1345
H -4.7077 0.2741 -6.8849
H -4.0730 1.6028 -7.8276
H -5.1715 1.9180 -6.4786
H 0.3131 2.7647 -8.0540
H 0.2843 2.9303 -6.5086
C -5.6100 5.0564 6.3045
O -4.6580 4.0526 6.5027
C -3.7776 3.8857 5.4213
C -3.0590 2.5565 5.5666
N -1.7476 2.4978 4.9302
C -1.7598 2.6530 3.4772
C -0.4097 2.3360 2.8854
O 0.4664 3.4237 3.0849
C 1.6092 3.3044 2.2546
H -6.0010 5.0380 5.2758
H -5.2207 6.0723 6.4615
H -6.4442 4.8941 6.9841
H -3.0717 4.7342 5.3836
H -4.3259 3.9737 4.4699
H -3.6656 1.7501 5.1402
H -2.9488 2.3040 6.6229
H -1.1099 3.1702 5.3381
H -2.0687 3.6714 3.1931
H -2.5170 1.9951 3.0373
H -0.5012 2.0920 1.8191
H -0.0211 1.4225 3.3644
H 1.3477 3.2642 1.1986
H 2.1762 2.4097 2.5500
H 2.2516 4.1675 2.4214
C -3.1218 -1.5855 2.5086
O -1.8072 -1.1819 2.2153
C -1.0183 -2.1937 1.6045
C 0.3440 -1.5728 1.3632
N 0.2580 -0.6523 0.2409
C 1.4501 0.0875 -0.0598
C 1.2269 1.0567 -1.1865
O 0.1847 1.9498 -0.8704
C -0.0857 2.8072 -1.9382
H -3.5717 -0.8144 3.1271
H -3.1079 -2.5486 3.0299
H -3.6895 -1.6975 1.5754
H -1.4954 -2.4717 0.6563
H -0.9576 -3.0649 2.2677
H 1.0603 -2.3680 1.1365
H 0.5944 -1.0430 2.2925
H -0.6031 -0.1237 0.2393
H 2.2292 -0.6288 -0.3462
H 1.8385 0.6301 0.8189
H 0.9664 0.5113 -2.1105
H 2.1703 1.5688 -1.4012
H 0.8082 3.3985 -2.1914
H -0.8224 3.5550 -1.6386
H -0.4776 2.3109 -2.8359
C -3.3965 -5.3441 2.5875
O -2.2762 -5.2573 1.7435
C -1.2037 -6.0703 2.1658
C -0.1238 -5.9990 1.0935
N -0.4859 -6.5743 -0.1882
C -0.4072 -8.0310 -0.2763
C 0.9942 -8.5796 -0.2264
O 1.4231 -8.7025 1.1230
C 2.7362 -9.2208 1.2131
H -3.1348 -5.1251 3.6323
H -3.8361 -6.3505 2.5636
H -4.1381 -4.6196 2.2588
H -1.5468 -7.1081 2.2898
H -0.7866 -5.7196 3.1213
H 0.7732 -6.4844 1.4799
H 0.1374 -4.9376 0.9960
H -1.4436 -6.3186 -0.4053
H -0.8642 -8.3394 -1.2199
H -1.0094 -8.5661 0.4789
H 1.6941 -7.9333 -0.7770
H 1.0408 -9.5616 -0.7184
H 2.8863 -9.5405 2.2433
H 3.4838 -8.4525 0.9829
H 2.8706 -10.0791 0.5474
```

Summary:
DFT total energy = -106919.8948 eV
Energy above the lowest of the compared OMol25 structures with the same formula, charge and spin = 0.0000 eV
HOMO-LUMO gap = 8.91 eV
SMILES = COC[C@H](C)N.COC[C@H](C)N.COC[C@H](C)N.COC[C@H](C)N.COC[C@H](C)N.COC[C@H](C)N.COC[C@H](C)N.COC[C@H](C)N.COC[C@H](C)N.COCCNCCOC.COCCNCCOC.COCCNCCOC

Below is the ion C3H9N2 with charge +1, with properties calculated with the ωB97M-V functional and the def2-TZVPD basis.

```
14
C3H9N2 the ωB97M-V functional and the def2-TZVPD basis
C 1.8574 0.1711 -1.0944
C 0.6400 0.8254 -0.4430
N -0.3645 -0.2110 -0.0598
C -1.0480 -0.1774 1.0409
N -2.1227 -0.8909 1.2902
H 1.7719 0.2204 -2.1777
H 1.8653 -0.9012 -0.8587
H 2.7852 0.6276 -0.7841
H 0.1372 1.5097 -1.1179
H 0.9067 1.3414 0.4713
H -0.5501 -0.8357 -0.8371
H -0.6471 0.4413 1.8388
H -2.6411 -1.3513 0.5566
H -2.5902 -0.7693 2.1750
```

Summary:
DFT total energy = -6230.9308 eV
Energy above the lowest of the compared OMol25 structures with the same formula, charge and spin = 0.1176 eV
HOMO-LUMO gap = 11.82 eV
Net charge = +1
SMILES = CCNC=[NH2+]

Below is an isolated molecule of C4H10N2, with properties calculated with the ωB97M-V functional and the def2-TZVPD basis.

```
16
C4H10N2 the ωB97M-V functional and the def2-TZVPD basis
C -1.4291 0.4120 0.0019
C 0.0205 0.2174 -0.4907
C 1.0313 1.1976 -0.0467
C 1.0799 -0.1852 0.4153
H -2.8947 -0.7849 0.7268
H -2.4895 -1.0438 -0.9640
H -1.9703 1.1950 -0.6051
H -1.3657 0.7281 1.0943
H 0.0981 -0.1830 -1.4857
H 0.5294 2.0327 0.5190
H 1.8193 1.6097 -0.6282
H 0.7922 -0.3341 1.4357
H 2.9073 -0.8988 0.3801
H 1.8656 -2.0065 -0.2014
N -2.0754 -0.9157 0.0370
N 2.0812 -1.0403 -0.1885
```

Summary:
DFT total energy = -7288.8027 eV
Energy above the lowest of the compared OMol25 structures with the same formula, charge and spin = 1.8169 eV
HOMO-LUMO gap = 10.41 eV
SMILES = NC[C@H]1C[C@@H]1N